A 2-piece molecular cluster, C3H5NO4 overall in a non-equilibrium geometry, computed with ωB97M-V/def2-TZVPD.

Geometry as ORCA input:
```
! wB97M-V def2-TZVPD RIJCOSX def2/J DEFGRID3
* xyz 0 1
O 2.339 -0.360 -0.538
O -0.545 2.484 0.836
O 1.296 1.884 2.050
O 0.001 -1.166 1.138
N -1.338 -0.555 -0.703
C 0.022 -0.383 -0.096
C 0.395 2.133 1.400
C 1.149 -0.309 -0.877
H -1.827 0.322 -0.603
H 0.756 -1.871 1.200
H -1.864 -1.452 -0.307
H -1.357 -0.858 -1.735
H 0.972 0.130 -1.765
*
```

As for the energy above the lowest of the compared OMol25 structures with the same formula, charge and spin: 3.419 eV. The structure (SMILES) is [NH3+]/C(O)=C/[O-].O=C=O. The value obtained for the HOMO energy is -7.51 eV.

Atomic partial charges in e from the Löwdin method, atoms 1 to 6:
1. O -0.043
2. O 0.178
3. O 0.240
4. O -0.085
5. N 0.164
6. C -0.352



A 2-piece molecular cluster, C3H8N2O2 overall in a non-equilibrium geometry, computed with ωB97M-V/def2-TZVPD.

Geometry as ORCA input:
```
! wB97M-V def2-TZVPD RIJCOSX def2/J DEFGRID3
* xyz 0 1
O 3.065 -2.225 0.064
O 1.462 -1.071 1.181
N -1.127 1.837 1.684
N -1.241 0.297 -1.753
C -0.720 0.882 -0.554
C -1.582 1.286 0.436
C 1.767 -1.800 0.270
H 1.079 -2.166 -0.487
H -0.118 1.758 1.825
H -0.758 -0.543 -1.990
H 0.366 1.021 -0.354
H 3.109 -2.932 -0.598
H -2.683 1.301 0.349
H -1.086 0.902 -2.583
H -1.532 1.453 2.508
*
```

As for the energy above the lowest of the compared OMol25 structures with the same formula, charge and spin: 2.154 eV. The structure (SMILES) is N/C=C/N.O=CO. The value obtained for the HOMO energy is -7.95 eV.

Atomic partial charges in e from the Löwdin method, atoms 1 to 6:
1. O 0.053
2. O 0.066
3. N 0.008
4. N -0.021
5. C -0.248
6. C -0.179



One molecule with the formula C12H19P in a non-equilibrium geometry, computed with ωB97M-V/def2-TZVPD.

Geometry as ORCA input:
```
! wB97M-V def2-TZVPD RIJCOSX def2/J DEFGRID3
* xyz 0 1
P -1.474 1.393 -0.019
C 2.595 -0.782 0.680
C -3.315 0.979 -0.192
C 0.795 0.187 -0.673
C 2.951 1.436 -0.627
C -0.611 0.049 -1.039
C -1.139 0.631 1.569
C 1.467 1.441 -1.047
C -0.944 -1.492 -0.462
C 1.275 -0.892 0.026
C 3.173 0.676 0.657
C 0.200 -1.947 0.054
C -2.215 -2.271 -0.720
H -1.231 -0.423 1.779
H 3.193 2.562 -0.560
H -3.704 1.385 -1.111
H -2.035 -3.270 -1.066
H 3.285 -1.478 0.060
H 0.578 -2.968 0.219
H -3.660 1.588 0.715
H -2.854 -2.404 0.176
H 1.493 1.462 -2.148
H 0.884 2.349 -0.839
H -0.152 0.982 1.865
H -0.857 0.180 -2.100
H 2.685 1.052 1.485
H 2.486 -1.181 1.722
H -1.881 1.141 2.111
H 4.243 0.719 0.922
H -3.531 -0.127 -0.067
H -2.988 -1.750 -1.302
H 3.630 1.067 -1.377
*
```

As for the energy above the lowest of the compared OMol25 structures with the same formula, charge and spin: 0.851 eV. The structure (SMILES) is CC1=CC2=C(CCCC2)[C@@H]1P(C)C. The value obtained for the HOMO energy is -7.69 eV.

Atomic partial charges in e from the Löwdin method, atoms 1 to 6:
1. P 0.930
2. C -0.147
3. C -0.285
4. C -0.315
5. C -0.186
6. C -0.321



C26H52BaN7O4P as an isolated structure, computed with ωB97M-V/def2-TZVPD.

Geometry as ORCA input:
```
! wB97M-V def2-TZVPD RIJCOSX def2/J DEFGRID3
* xyz 2 1
Ba -0.509 1.874 0.591
P -3.860 1.986 1.193
O -1.880 0.550 -1.257
O 1.207 3.620 0.787
O 0.444 2.811 2.685
O 0.166 1.239 -1.724
N 1.077 -1.789 0.679
N -6.305 0.908 0.345
N 0.529 -1.568 -2.237
N -5.724 3.095 -0.549
N 2.684 0.185 -1.421
N -6.415 2.887 1.762
N 2.505 1.047 1.811
C 0.170 -3.030 2.652
C 1.398 3.111 1.924
C 3.553 0.534 0.927
C 2.503 -0.985 -3.606
C 4.300 0.665 -3.247
C 3.482 -0.428 -2.559
C -6.434 3.726 0.564
C -0.537 -0.751 -2.816
C 1.521 -2.079 -3.202
C 3.434 1.093 -0.487
C -4.905 0.521 0.724
C 4.394 -1.494 -1.968
C 1.243 -0.854 2.950
C -5.079 2.774 2.353
C 2.309 0.246 3.045
C 0.010 -2.624 -1.370
C 3.620 -0.178 3.710
C 0.904 -2.723 -4.445
C 2.753 2.465 2.170
C -6.312 1.847 -0.875
C 0.948 -2.947 -0.222
C 2.619 -2.912 2.230
C -4.282 3.000 -0.310
C -7.021 1.632 1.502
C -0.798 0.425 -1.879
C 1.306 -2.142 2.107
H 4.419 1.266 -0.909
H 0.117 -3.429 -4.175
H 3.830 -2.294 -1.484
H -5.134 2.200 3.279
H 0.175 -1.315 0.649
H 3.477 -0.552 0.892
H 0.293 -0.355 2.695
H 0.554 -3.831 0.285
H 1.837 0.949 3.734
H -3.882 4.008 -0.188
H -1.455 -1.313 -3.008
H 1.934 -3.226 -0.599
H -6.976 0.975 2.369
H -4.444 0.016 -0.127
H -8.055 1.759 1.182
H -4.721 3.769 2.621
H 4.552 0.771 1.312
H 4.208 -0.873 3.115
H 2.521 -3.905 1.788
H 5.075 -1.060 -1.233
H -0.208 -3.543 -1.930
H -7.359 1.972 -1.154
H 5.189 0.950 -2.687
H 2.077 -2.857 -2.676
H -3.793 2.554 -1.180
H 0.301 -3.194 3.721
H 3.439 -2.404 1.724
H 1.106 -1.182 3.984
H 1.864 0.684 -1.812
H 3.412 -0.655 4.668
H -5.976 4.687 0.788
H -4.966 -0.183 1.555
H 0.141 -4.014 2.188
H 2.890 -3.047 3.276
H -7.470 3.896 0.269
H 4.239 0.697 3.912
H 2.915 2.052 -0.471
H 3.125 -1.381 -4.412
H 1.954 -0.144 -4.046
H 3.100 2.564 3.199
H 0.477 -1.976 -5.118
H -0.943 -2.284 -0.951
H -5.769 1.341 -1.672
H 2.240 -0.566 -0.869
H 5.004 -1.936 -2.755
H 3.493 2.910 1.508
H 1.661 -3.273 -5.004
H -0.801 -2.549 2.504
H -0.199 -0.323 -3.760
H 3.699 1.556 -3.439
H 4.644 0.288 -4.209
H -6.833 0.067 0.111
*
```

As for the energy above the lowest of the compared OMol25 structures with the same formula, charge and spin: 0.000 eV. The value obtained for the HOMO energy is -13.46 eV.

Atomic partial charges in e from the Löwdin method, atoms 1 to 6:
1. Ba 2.066
2. P 0.976
3. O -0.199
4. O -0.222
5. O -0.218
6. O -0.264



C4H6LiO3 as an isolated structure in a non-equilibrium geometry, computed with ωB97M-V/def2-TZVPD.

Geometry as ORCA input:
```
! wB97M-V def2-TZVPD RIJCOSX def2/J DEFGRID3
* xyz 1 1
O 0.577 0.601 1.221
O 0.725 0.833 -2.230
O -0.128 2.888 -2.044
C -0.050 1.630 -1.732
C 0.791 3.423 -3.006
C 0.196 0.997 2.249
C -0.109 1.391 3.465
Li 2.006 0.083 -3.279
H -1.079 1.849 3.647
H 0.565 4.490 -3.069
H -0.784 1.362 -0.946
H 0.653 1.336 4.242
H 1.822 3.274 -2.661
H 0.636 2.945 -3.981
*
```

As for the energy above the lowest of the compared OMol25 structures with the same formula, charge and spin: 0.000 eV. The value obtained for the HOMO energy is -11.89 eV.

Atomic partial charges in e from the Löwdin method, atoms 1 to 6:
1. O 0.133
2. O -0.065
3. O 0.000
4. C -0.323
5. C -0.011
6. C -0.268



C24H53N5NiO6 as an isolated structure in a non-equilibrium geometry, computed with ωB97M-V/def2-TZVPD.

Geometry as ORCA input:
```
! wB97M-V def2-TZVPD RIJCOSX def2/J DEFGRID3
* xyz 0 3
Ni -0.206 0.018 0.805
O 0.928 0.079 -1.095
O 1.418 0.524 1.896
O -2.033 -0.660 -0.038
O 0.735 -1.861 0.846
O -0.615 2.065 0.218
O -1.448 -0.120 2.527
N -4.167 -0.625 -1.079
N 2.808 2.329 2.022
N 0.408 -3.915 1.731
N 1.320 -0.295 -2.449
N -0.452 4.202 1.232
C 3.081 2.415 0.598
C 0.271 0.043 -3.448
C 1.747 -2.876 -2.336
C -3.188 -1.154 -0.271
C 1.993 1.396 2.563
C -0.705 3.771 2.680
C -1.225 -0.194 3.939
C -4.110 0.646 -1.728
C 1.163 -2.881 1.386
C 3.614 -1.198 -1.685
C 1.057 -5.059 2.376
C -0.994 -4.106 1.296
C -0.851 -0.924 -3.558
C -1.937 1.042 4.639
C -0.099 1.517 -3.181
C 0.781 0.078 -4.888
C -1.537 -1.566 4.633
C -0.537 5.610 1.062
C -0.394 3.311 0.231
C 1.721 -1.076 -5.153
C 2.333 -1.399 -2.619
C 3.279 3.448 2.822
C -5.396 -1.284 -1.395
C 2.823 -1.358 -4.094
H 3.120 -2.351 -4.433
H 2.151 -2.858 1.870
H -0.173 4.495 3.298
H -0.728 1.613 -2.296
H -5.623 -1.230 -2.460
H 0.822 2.038 -2.921
H -1.698 -0.383 -3.982
H 1.333 -5.813 1.640
H -4.165 0.355 -2.777
H -1.053 -1.703 5.600
H 0.406 -5.465 3.151
H -0.145 -0.101 4.055
H 4.331 -1.984 -1.922
H -5.275 -2.352 -1.212
H 1.361 0.978 -5.094
H -1.530 1.257 5.627
H 2.318 -3.693 -2.778
H 2.105 2.133 0.202
H -6.289 -1.065 -0.809
H 4.033 -0.246 -2.010
H -0.339 2.761 2.865
H -1.141 -2.471 4.173
H -3.008 0.837 4.633
H 1.962 -4.791 2.922
H 0.409 6.092 1.307
H 2.563 4.241 2.602
H 1.799 -3.118 -1.275
H 3.402 3.437 0.401
H -1.117 -4.452 0.270
H 2.054 -1.058 -6.190
H -1.459 -3.175 1.619
H -3.484 -2.113 0.181
H -1.190 -1.169 -2.551
H -3.110 1.007 -1.484
H -0.232 3.837 -0.723
H 4.330 3.737 2.799
H 3.403 -0.936 -0.648
H 0.037 0.004 -5.682
H 3.067 3.185 3.858
H 1.962 1.329 3.661
H -4.814 1.382 -1.339
H -0.762 5.956 0.053
H -1.860 1.945 4.033
H -0.831 -1.746 -4.273
H -1.361 6.035 1.635
H 3.798 1.670 0.254
H 1.131 -1.982 -5.018
H 3.646 -0.646 -4.162
H -0.628 1.994 -4.005
H -1.474 -4.815 1.970
H 0.738 -2.856 -2.748
H -2.608 -1.659 4.814
H -1.769 3.965 2.810
*
```

As for the energy above the lowest of the compared OMol25 structures with the same formula, charge and spin: 3.808 eV. The value obtained for the HOMO energy (alpha / beta) is -4.88 / -4.81 eV. The expectation value of S² is 2.0043.

Atomic partial charges in e from the Löwdin method, atoms 1 to 6:
1. Ni 0.687
2. O -0.298
3. O -0.038
4. O -0.060
5. O -0.033
6. O -0.037



- energy above the lowest of the compared OMol25 structures with the same formula, charge and spin of number 5 (C4H6LiO3)?
  0.000 eV



- Number 4 is which compound?
  C26H52BaN7O4P



- energy above the lowest of the compared OMol25 structures with the same formula, charge and spin of number 6 (C24H53N5NiO6)?
  3.808 eV